92
Properties=species:S:1:pos:R:3:lowdin_charge:R:1 method="wB97M-V/def2-TZVPD" de_lowest_ev=0.7711 e_tot_ev=-97429.5991 multiplicity=2 homo_energy_ev="-10.175 / -10.175" homo_lumo_gap_ev="6.95 / 6.20" total_charge=+1
C -1.4009 -1.8150 1.3989 -0.3369
O 0.9915 -5.1022 -0.2178 -0.1772
H -2.0907 2.8915 -0.7686 0.1312
C -2.4941 -3.7776 2.3239 -0.0493
C -1.4943 -3.2142 1.5765 -0.0053
H 0.8408 2.6756 3.2999 0.0203
H -3.2487 0.9099 2.4610 0.1414
H -0.7363 -3.8310 1.1105 0.1036
C 1.9758 0.8866 -1.9692 -0.3610
H -0.9778 -0.1814 6.1280 0.1106
C 3.5407 4.4382 2.9666 -0.3752
H 2.4850 2.0983 3.4347 0.0649
C 0.8411 -0.3195 3.2700 -0.3385
H -0.5518 -2.6158 6.0514 0.1132
H 4.7370 2.6424 2.9012 0.0951
H 1.5498 -2.1456 2.3623 0.0598
P 2.4083 3.7595 1.6943 1.0743
C 4.6210 3.6319 3.3368 -0.1100
H -0.3118 -5.7106 -1.6379 0.1005
C 2.9868 0.3382 -2.7906 -0.0095
Ir 0.0040 0.5675 0.2403 1.2738
C 3.1473 0.2494 1.5756 -0.3329
S 2.8759 -4.5032 1.5000 0.7269
C 5.1641 0.6666 0.3120 -0.0539
C -0.4030 -0.6078 5.3161 -0.0637
H 0.9699 -4.6263 -2.2499 0.0831
C 3.7753 1.1347 -3.5773 -0.0528
H 4.2333 3.1479 -4.2349 0.1065
H 3.3928 -1.1039 3.2468 0.1005
C -1.3040 3.1396 -0.0513 -0.1558
H -1.0231 3.0209 2.0758 0.0871
H 0.2953 4.6411 3.6972 0.1092
O -0.4340 -1.3784 0.6317 -0.2472
C 3.8636 -0.6146 2.4048 -0.0799
H 5.6619 1.1811 -0.5002 0.1145
C -0.0904 6.7373 0.4793 -0.0766
H 4.5473 0.6787 -4.1850 0.1140
P 1.4331 0.7322 1.9268 0.9277
H 6.9099 -0.4133 0.9374 0.1122
C 3.6042 2.5316 -3.6082 -0.0768
C 2.6142 3.0862 -2.8480 -0.0395
H 2.6367 6.3777 3.2023 0.0985
H -0.3739 -3.9549 -1.2874 0.0857
C 1.7828 2.2971 -2.0182 -0.1597
N -1.5890 1.1592 1.3127 -0.1527
H -1.1606 4.2207 -0.0492 0.1061
C 0.5520 -2.5169 4.2142 -0.0517
C 3.4468 5.7218 3.4937 -0.0834
H -4.2496 -3.4381 3.5480 0.1064
H -2.5276 -4.8547 2.4332 0.1153
H 0.5288 4.0055 -1.6247 0.1322
C -0.9561 6.9299 1.5448 -0.0687
C -1.7080 2.6251 1.3237 -0.1692
C 5.8608 -0.2194 1.1196 -0.0573
C -2.3797 -1.0114 2.0433 -0.1406
H 1.5849 5.6196 -0.2676 0.0952
O 1.3008 0.0503 -1.2205 -0.2710
H -1.4746 6.3320 3.5412 0.1110
H 4.3114 7.1782 4.8044 0.1081
C -0.8172 6.1641 2.6976 -0.0664
N -0.0762 2.4398 -0.4771 -0.1427
S 2.3564 -2.8412 -0.6051 0.7818
C 1.0352 4.9727 1.6993 -0.4170
C 1.9382 -4.2662 0.1343 -1.3830
C 1.7019 2.3571 2.7157 -0.4406
C 0.7220 2.9723 -1.3385 -0.0959
H -0.1019 1.2798 4.3772 0.0950
H -0.1781 7.3481 -0.4103 0.1116
C 1.0430 -1.6987 3.2107 -0.1210
C 0.0987 0.2172 4.3211 -0.0857
H 5.7472 -1.5329 2.8139 0.1135
C -0.1674 -1.9737 5.2696 -0.0521
H 3.3054 1.6210 -0.0786 0.0623
C -3.3938 -1.6270 2.8142 -0.0392
H 0.7196 -3.5846 4.1551 0.1129
C 5.4494 5.3623 4.7818 -0.0771
C -3.4645 -2.9836 2.9604 -0.0767
H 2.4444 4.1571 -2.8723 0.1149
C 0.8968 5.7618 0.5592 -0.1332
H -2.7213 2.9380 1.5768 0.1317
C 0.1775 5.2025 2.7768 -0.1196
C 5.2096 -0.8494 2.1699 -0.0597
H -4.1310 -0.9900 3.2909 0.1157
H 3.1278 -0.7342 -2.7573 0.1032
C 5.5618 4.0856 4.2453 -0.0733
C 0.2721 -4.8192 -1.4377 -0.0578
H -1.7275 7.6869 1.4877 0.1105
C 4.3976 6.1783 4.3990 -0.0733
C 3.8180 0.9036 0.5420 -0.1218
C -2.4225 0.4126 1.9533 -0.0658
H 6.3899 3.4478 4.5264 0.1084
H 6.1855 5.7205 5.4893 0.1077

=====

95
Properties=species:S:1:pos:R:3:lowdin_charge:R:1 method="wB97M-V/def2-TZVPD" de_lowest_ev=0.8915 e_tot_ev=-83463.9325 homo_energy_ev=-13.759 homo_lumo_gap_ev=7.83 total_charge=+2
C 1.0712 -2.2821 3.7516 -0.1352
C -1.5415 2.5447 -1.5310 -0.4164
C -0.1156 -2.1538 3.0279 -0.2827
H 4.4131 1.5887 2.0372 0.1303
H -1.2118 3.4876 -4.7472 0.1282
H 0.3594 -0.0418 -2.8424 0.0546
H 4.3983 -0.5370 2.8952 0.1272
C -1.4347 -2.9232 -4.6660 -0.0512
H 4.0950 1.0252 0.4102 0.1039
H 2.3650 -4.8327 -1.4306 0.1258
H 1.3464 5.1011 2.4609 0.1275
H -1.8836 -3.6979 -2.7257 0.1122
H -3.3582 -1.3915 -1.5223 0.0939
C 2.6991 -3.8118 -1.3028 0.0144
H -0.9554 3.7040 0.1926 0.1051
H 4.3100 -1.1602 1.2517 0.1106
H 4.6299 -4.1143 -2.1574 0.1272
C 3.9409 -3.4055 -1.7187 -0.0191
C 1.5375 1.5859 -1.7293 -0.3105
C 0.5990 4.3632 2.7271 -0.0189
C -3.3884 1.7951 0.3557 -0.1804
P -0.5957 -1.8927 -0.8063 1.0202
C 3.8237 -0.5013 1.9698 -0.1438
C 2.3060 -1.7386 3.2577 -0.0298
H -3.0360 2.6608 0.9140 0.0630
C 3.3693 -1.2058 -1.0301 -0.1532
C -0.1297 -3.3593 5.5454 -0.0460
C -0.8300 -1.9014 -5.3936 -0.0485
C 2.5096 3.1316 -3.1150 -0.3356
C -0.0833 2.0381 2.8540 -0.3067
C -4.5570 -2.7489 -0.3871 -0.0551
O -0.0890 -1.6150 1.7906 -0.3190
C -1.3982 -2.9058 -3.2838 -0.0796
H -1.2379 -4.0882 1.0575 0.1024
C -0.1470 -0.8474 -3.3484 -0.1003
H -0.9494 6.5798 -3.9762 0.0977
H -1.9844 1.5737 -3.4001 0.1119
H -1.9522 1.6685 3.8124 0.1308
N 2.4576 -0.9905 2.2258 -0.0780
H -5.4868 -2.3841 -0.8023 0.1153
H 3.5811 -0.1520 -0.9671 0.0829
C 0.8534 3.0088 2.4776 -0.1501
C -0.5805 4.7232 -1.6594 -0.0091
H 2.9956 3.2208 2.2088 0.1562
N 0.5011 -3.1820 -0.5072 -0.0904
S -2.0370 1.1401 -0.5942 1.0228
Ta 0.7705 -0.0917 0.9806 1.8550
N 1.6561 2.1455 -2.8336 0.1375
O -0.9467 0.9915 0.4897 -0.6732
C -3.3565 -2.1802 -0.7793 -0.1098
C -0.6418 4.6767 -3.0569 -0.2490
C -1.6062 2.4648 -2.9140 -0.0752
H 5.2007 -1.6611 -2.0050 0.1216
H -2.2503 -3.5206 5.2528 0.1211
H 1.9804 -3.0153 5.5551 0.1260
C -0.5861 4.7525 3.3070 -0.0543
C -4.5636 -3.8060 0.5153 -0.0508
C -1.3145 -3.1857 4.8256 -0.0243
H -0.7895 5.7976 3.4898 0.1166
O 0.1573 0.7323 2.6434 -0.2206
C -1.2563 2.4336 3.4920 0.0042
H -2.2258 -2.4694 3.0121 0.1170
H -0.8623 -1.9196 -6.4746 0.1173
C -2.1635 -3.7115 0.6429 -0.1086
H -0.1456 -3.8326 6.5161 0.1180
C -1.5085 3.7743 3.7006 -0.0369
H 3.1897 -1.9661 3.8566 0.1483
H 0.2895 -0.0716 -5.2975 0.1153
H -3.7372 1.0085 1.0235 0.0711
N 2.3802 1.3918 1.5566 -0.0982
C -1.3112 -2.5958 3.5740 0.0059
C -2.1485 -2.6530 -0.2606 -0.3495
H -5.5001 -4.2607 0.8085 0.1170
N 3.2504 3.9672 -3.3967 0.1487
C -0.1878 -0.8649 -4.7373 -0.0565
H 0.2202 -4.1056 -0.8125 0.1205
H -1.9374 -3.7300 -5.1819 0.1166
C -0.7509 -1.8612 -2.6138 -0.3411
H -0.1663 5.6002 -1.1778 0.1268
C -3.3677 -4.2890 1.0229 -0.0613
C -0.1556 5.8370 -3.8731 -0.0281
C 3.7652 0.9438 1.4436 -0.1473
H -4.1720 2.0712 -0.3488 0.0822
H -3.3670 -5.1212 1.7144 0.1178
H 0.1380 5.5253 -4.8732 0.0879
C -1.0289 3.6693 -0.8893 -0.0588
C 1.8181 -2.8697 -0.7598 -0.3700
N 1.2980 0.9841 -0.7416 -0.0066
C -1.1652 3.5409 -3.6673 -0.0195
C 1.0532 -2.9061 5.0056 -0.0050
H -2.4256 4.0755 4.1893 0.1202
N 2.1805 -1.5987 -0.5251 0.0016
C 4.2700 -2.0518 -1.6209 -0.0341
C 2.1485 2.5545 2.0397 -0.0269
H 0.6935 6.3242 -3.3964 0.0872